Below is a molecular structure, C20H16IrN5O5S2, with properties calculated with the ωB97M-V functional and the def2-TZVPD basis.

ORCA input file:
```
! wB97M-V def2-TZVPD RIJCOSX def2/J DEFGRID3
* xyz 0 1
Ir -0.2716 0.2342 -0.3104
S -1.1017 -2.3513 0.0120
S -2.0419 2.2493 3.3478
O 1.1518 1.3137 -3.8421
O -1.2609 -1.5403 -1.2490
O -0.9476 -3.7537 -0.1638
O 0.0543 -1.6753 0.7156
O -2.4631 1.1320 -1.1255
N -0.4683 1.1523 -2.1636
N 1.6464 0.4631 -0.0834
N 4.5733 1.6561 -1.7772
N 4.2979 1.0312 0.4283
N -0.5570 1.5604 1.0969
C -1.8342 1.2864 -2.1666
C 2.4335 0.8851 -1.0577
C -3.5354 -2.5227 3.1525
C -2.5766 -2.8312 2.2091
C -3.5880 1.7231 -4.0581
C 2.1507 0.3018 1.1571
C 3.4776 0.5846 1.3773
C -5.3984 -1.0805 4.0391
C 3.7817 1.1846 -0.7839
C -2.4789 -2.0493 1.0608
C -1.2015 1.5245 -4.3449
C -1.2870 1.6772 -5.7100
C -3.6897 1.8837 -5.4384
C 0.0002 1.3027 -3.4712
C -4.3961 -1.4376 2.9768
C -2.5597 1.8558 -6.2504
C -1.2028 1.8455 2.0383
C -4.3074 -0.7020 1.8034
C -2.3243 1.5433 -3.5402
C -3.3562 -1.0019 0.8386
H 4.2251 1.7242 -2.7160
H -3.3113 -0.4269 -0.0720
H -4.4611 1.7436 -3.4198
H 2.0417 0.9754 -2.0580
H -0.4038 1.6451 -6.3340
H -2.6724 1.9717 -7.3203
H -4.6635 2.0235 -5.8886
H -4.9785 0.1323 1.6421
H -3.6134 -3.1252 4.0498
H -4.9244 -1.0545 5.0207
H -5.8403 -0.1047 3.8460
H 5.5406 1.8394 -1.5847
H 1.4853 -0.0567 1.9257
H -6.2008 -1.8203 4.0785
H -1.8999 -3.6636 2.3528
H 3.9047 0.4467 2.3620
*
```

The calculation puts the total energy at -63197.0904 eV. The calculation puts the highest occupied orbital energy at -8.04 eV. The energy above the lowest of the compared OMol25 structures with the same formula, charge and spin is 36.1 kcal/mol. The calculation puts the LUMO energy at -0.770 eV. For the max |F|, the calculation gives 2.25 eV Å⁻¹.

***

Below is a molecular structure, C5H10ClF3Mg2O5S, with properties calculated with the ωB97M-V functional and the def2-TZVPD basis.

ORCA input file:
```
! wB97M-V def2-TZVPD RIJCOSX def2/J DEFGRID3
* xyz 1 2
Cl 1.2493 1.6903 1.9855
S 5.1453 0.2796 1.2959
Mg 3.0946 3.0279 1.3656
Mg -0.7840 2.6787 2.9122
F 5.1781 -2.0736 2.7066
F 3.9226 -0.6866 3.6035
F 3.2665 -1.7128 1.7588
O -3.7874 0.5099 -1.3462
O -1.8226 -0.7684 -0.2282
O 5.7114 -0.3907 0.0657
O 4.0322 1.2389 1.0630
O 6.1529 0.9027 2.1175
C -3.2486 -0.4488 -2.1655
C -1.8250 -0.7613 -1.6239
C -0.5412 -1.2204 0.2833
C 4.3084 -1.1378 2.4287
C -4.7957 1.2367 -1.9760
H -4.9518 2.0888 -1.3144
H -0.0690 -2.0867 -0.1800
H 0.0889 -0.3434 0.1354
H -5.7855 0.7873 -2.0568
H -3.9429 -1.2880 -2.2077
H -4.4702 1.7188 -2.8978
H -2.9933 -0.2462 -3.2056
H -1.1702 0.0881 -1.8187
H -1.4080 -1.6705 -2.0570
H -0.5549 -1.4125 1.3562
*
```

The calculation puts the total energy at -57975.6046 eV. The calculation puts the highest occupied orbital energy (alpha / beta) at -11.90 / -11.90 eV. The calculation puts the LUMO energy (alpha / beta) at -7.158 / -7.260 eV. For the max |F|, the calculation gives 5.47 eV Å⁻¹.

***

Below is a molecular structure, C21H27N4O4PSSn, with properties calculated with the ωB97M-V functional and the def2-TZVPD basis.

ORCA input file:
```
! wB97M-V def2-TZVPD RIJCOSX def2/J DEFGRID3
* xyz 2 1
Sn -1.2788 -0.4591 -1.0146
S -3.2179 -0.6850 -2.0466
P -1.1393 -3.9595 -1.0932
O 0.9729 6.1371 -1.8399
O -0.6962 -2.5036 -0.8494
O 5.2324 2.1403 -0.8755
O -1.8012 -1.5384 5.9218
N -0.9871 1.7316 -1.0985
N -0.9690 0.5460 6.2023
N -1.1637 -0.3876 1.1766
N 0.8955 -0.1101 -1.1950
C -0.5438 -4.9894 0.2388
C -0.3622 5.9244 -1.4494
C -2.9080 -4.1412 -1.1927
C 0.4946 3.5681 -1.3066
C 1.8134 -1.0916 -1.2413
C 3.6116 0.4800 -1.2634
C -1.3726 -0.5049 5.4630
C 0.2576 2.2140 -1.1939
C -2.0412 2.5563 -1.1454
C -1.8265 -1.3513 1.8430
C -0.5717 0.5905 1.8795
C 5.0743 0.8126 -1.3150
C -0.5892 4.4441 -1.3348
C -0.6010 0.6234 3.2584
C -1.8754 3.9203 -1.2565
C -1.2689 -0.3799 3.9482
C -0.4411 -4.5650 -2.6174
C -1.8925 -1.3807 3.2151
C 2.6600 1.4928 -1.2254
C 3.1647 -0.8350 -1.2756
C 1.3191 1.1745 -1.2014
H -2.4231 -2.1632 3.7400
H -2.3188 -2.0976 1.2363
H -0.5679 6.3702 -0.4677
H -1.0329 -4.7154 1.1741
H -0.6787 1.4248 5.8182
H 6.1608 2.3913 -0.9253
H 1.4238 -2.0961 -1.2411
H -0.7075 -5.6137 -2.7559
H -3.1602 -5.1949 -1.3284
H -1.0549 0.4705 7.2037
H 1.0988 7.0589 -2.0869
H -3.2831 -3.5583 -2.0323
H 5.4097 0.6866 -2.3523
H 3.8610 -1.6626 -1.3088
H -0.7590 -6.0373 0.0263
H -0.8381 -3.9848 -3.4514
H 2.9909 2.5198 -1.2085
H -1.0813 6.3460 -2.1572
H 0.5334 -4.8632 0.3510
H -3.0181 2.0858 -1.1283
H -0.0558 1.3578 1.3204
H -3.3831 -3.7763 -0.2819
H 5.6295 0.0980 -0.7000
H 0.6456 -4.4777 -2.6015
H -0.0841 1.4294 3.7601
H 1.4912 3.9676 -1.4147
H -2.7464 4.5605 -1.3035
*
```

The calculation puts the total energy at -62311.2067 eV. The calculation puts the highest occupied orbital energy at -13.78 eV. The calculation puts the LUMO energy at -6.418 eV. For the max |F|, the calculation gives 0.38 eV Å⁻¹.

***

Below is a gas-phase ion, C3H6NS (charge +1), with properties calculated with the ωB97M-V functional and the def2-TZVPD basis.

ORCA input file:
```
! wB97M-V def2-TZVPD RIJCOSX def2/J DEFGRID3
* xyz 1 1
S 0.6610 -1.3540 -0.2454
N -2.0552 -0.2061 -0.5105
C 1.6188 -0.0948 -0.1279
C -1.2628 -0.6037 0.4497
C 2.3340 0.9308 0.0990
H -1.8697 0.6037 -0.9700
H -1.3936 -1.4366 0.9890
H 2.9002 0.9166 0.9793
H -0.7260 0.2475 1.0211
H 2.5655 1.7799 -0.6246
H -2.7721 -0.7833 -1.0599
*
```

The calculation puts the total energy at -15523.9580 eV. The calculation puts the highest occupied orbital energy at -13.87 eV. The energy above the lowest of the compared OMol25 structures with the same formula, charge and spin is 14.5 kcal/mol. The calculation puts the LUMO energy at -5.070 eV. For the max |F|, the calculation gives 5.26 eV Å⁻¹.

***

Below is C4H7N3S in the gas phase, with properties calculated with the ωB97M-V functional and the def2-TZVPD basis.

ORCA input file:
```
! wB97M-V def2-TZVPD RIJCOSX def2/J DEFGRID3
* xyz 0 1
S 1.6394 3.8028 -0.8278
N -0.2697 -0.0852 -1.5098
N -0.4651 -0.5094 0.8213
N -0.8400 -1.8688 0.4982
C -1.1352 -2.5062 1.5262
C 1.2068 2.2156 -1.0828
C 0.8141 1.4107 0.0382
C 0.0865 0.2907 -0.1970
H 0.1787 -0.3433 1.7237
H 1.0214 1.6699 1.0994
H 1.3290 1.8374 -2.1065
H -0.6877 -1.0516 -1.8483
H -0.9978 -1.9967 2.5672
H -1.4447 -3.5698 1.4239
H -0.4357 0.7039 -2.1258
*
```

The calculation puts the total energy at -19564.1057 eV. The calculation puts the highest occupied orbital energy at -7.77 eV. The energy above the lowest of the compared OMol25 structures with the same formula, charge and spin is 84.7 kcal/mol. The calculation puts the LUMO energy at -0.017 eV. The SMILES is C=NN/C(N)=C/C=S. For the max |F|, the calculation gives 3.72 eV Å⁻¹.

***

Below is a molecular structure, C16H36N4O27S5, with properties calculated with the ωB97M-V functional and the def2-TZVPD basis.

ORCA input file:
```
! wB97M-V def2-TZVPD RIJCOSX def2/J DEFGRID3
* xyz 0 1
S -19.4728 8.7205 -18.3584
S -23.3479 6.0643 -20.1304
S -19.2833 8.3198 -26.6939
S -19.4614 4.3702 -21.1320
S -18.2796 11.7024 -22.7049
O -19.9626 9.7672 -17.4930
O -18.1726 8.2017 -17.9947
O -20.4288 7.1402 -26.7473
O -17.6093 12.0035 -21.4057
O -22.2406 4.7350 -25.3762
O -19.5376 9.0680 -19.9398
O -25.0693 7.2882 -24.3217
O -19.6220 5.5736 -21.8521
O -18.4068 8.3342 -27.8601
O -20.9988 8.8006 -23.5968
O -19.2482 10.3513 -22.4979
O -18.5176 7.5475 -25.4611
O -24.0724 11.6253 -25.2523
O -24.9769 8.8168 -25.7750
O -24.7977 6.1970 -20.3208
O -20.6746 7.5974 -18.4686
O -23.0065 4.5827 -19.4471
O -17.4894 11.5842 -23.9418
O -20.2464 4.4758 -19.6834
O -22.8999 6.9728 -18.8132
O -20.6630 3.3020 -21.7434
O -19.6514 12.4979 -23.0482
O -22.5276 6.2139 -21.3312
O -19.8444 9.5867 -26.2950
O -24.2439 5.1302 -25.9137
O -18.1771 3.7094 -21.0964
O -21.9430 11.3388 -25.6322
N -23.1324 4.7484 -26.1723
N -25.2230 7.6887 -25.4242
N -23.0640 10.9329 -25.2823
N -22.0166 6.8137 -23.4260
C -20.4768 6.9330 -19.7813
C -20.3275 10.2544 -23.4081
C -20.4778 11.6561 -23.8824
C -21.5519 2.8297 -20.7384
C -23.2278 9.5050 -24.8731
C -19.4368 6.7398 -24.6688
C -21.1113 7.7448 -23.0796
C -22.9181 4.1578 -27.5451
C -22.9992 4.7313 -18.0502
C -23.0560 6.8959 -24.3126
C -26.1236 6.9670 -26.3410
C -22.2712 6.0516 -17.8613
C -20.2379 8.1627 -20.7017
C -22.1515 5.5521 -22.6786
C -20.7490 6.5814 -25.4933
C -20.9714 3.2780 -19.3791
H -21.8536 4.1514 -27.7793
H -25.9384 5.8977 -26.4432
H -21.1947 5.9608 -18.0060
H -21.6693 1.7482 -20.8059
H -24.0244 4.8100 -17.6882
H -21.1093 8.7215 -21.0431
H -22.9170 6.0711 -25.0114
H -23.5912 8.8984 -25.7026
H -21.0712 9.8328 -22.7318
H -22.1590 9.2944 -24.8373
H -18.9757 5.7633 -24.5213
H -20.1613 9.4478 -24.1221
H -23.8614 9.4117 -23.9910
H -22.2791 4.6903 -23.3337
H -22.5809 3.8602 -17.5460
H -23.3684 4.7940 -28.3071
H -20.9496 5.5270 -25.6838
H -27.1701 7.0136 -26.0396
H -19.5098 7.0882 -23.6385
H -20.0600 11.8125 -24.8770
H -23.9226 6.7327 -23.6719
H -22.5260 6.4161 -16.8662
H -20.4604 7.3374 -22.2906
H -21.4827 12.0577 -23.7525
H -21.2475 5.3940 -22.0905
H -20.3294 2.4617 -19.0479
H -19.6254 7.9772 -21.5841
H -23.0753 5.6405 -22.1068
H -25.9670 7.3651 -27.3435
H -21.7512 3.5287 -18.6600
H -21.6061 7.1154 -25.0831
H -19.6342 6.2424 -19.7473
H -23.3027 7.8584 -24.7608
H -22.4615 3.3061 -21.1042
H -21.3205 6.2986 -20.0529
H -23.3029 3.1468 -27.4116
*
```

The calculation puts the total energy at -132544.5641 eV. The calculation puts the highest occupied orbital energy at -6.92 eV. The energy above the lowest of the compared OMol25 structures with the same formula, charge and spin is 846.4 kcal/mol. The calculation puts the LUMO energy at -1.387 eV. For the max |F|, the calculation gives 19.96 eV Å⁻¹.

***

Number 1 is which compound?
C20H16IrN5O5S2

***

Among the records above, which one has the highest max |F|?
C16H36N4O27S5